Entry 1:
67
Properties=species:S:1:pos:R:3 method="wB97M-V/def2-TZVPD" charge=-1 e_tot_ha=-1552.45178 orbital_gap_ev=5.80 lumo_ev=2.08
C -3.371 -0.297 1.638
C -3.847 0.837 0.534
C -4.769 2.021 1.261
N -6.064 1.350 1.746
P -7.461 2.436 1.391
C -8.601 1.008 0.866
C -8.707 -0.256 1.893
O -9.222 -1.405 1.371
I -8.179 -0.326 4.010
H -2.768 0.194 2.531
H -2.707 -1.135 1.118
H -4.322 -0.841 2.090
H -4.476 0.301 -0.326
H -2.891 1.265 -0.004
H -4.179 2.524 2.144
H -4.964 2.854 0.448
H -6.109 0.470 1.182
H -7.911 2.450 2.759
H -6.578 3.544 1.739
H -7.076 2.573 -0.020
H -8.564 3.354 1.087
H -9.655 1.473 0.552
H -8.156 0.576 -0.154
C 2.076 -1.503 -0.443
C 1.688 -1.955 0.961
N 0.547 -2.876 0.997
C 0.011 -3.081 2.347
C 0.915 -3.760 3.371
C 0.667 -4.088 0.185
C 1.845 -5.016 0.468
H 1.224 -1.058 -0.966
H 2.865 -0.747 -0.384
H 2.463 -2.330 -1.047
H 1.427 -1.050 1.524
H 2.569 -2.385 1.452
H -0.930 -3.642 2.282
H -0.277 -2.102 2.749
H 0.994 -4.834 3.191
H 0.490 -3.636 4.373
H 1.921 -3.332 3.390
H 0.716 -3.791 -0.870
H -0.262 -4.669 0.253
H 2.786 -4.475 0.600
H 1.982 -5.702 -0.376
H 1.670 -5.633 1.351
C 5.976 3.877 -4.110
C 5.588 3.425 -2.705
N 4.447 2.504 -2.669
C 3.911 2.299 -1.320
C 4.815 1.620 -0.296
C 4.567 1.292 -3.482
C 5.745 0.364 -3.199
H 5.124 4.322 -4.633
H 6.765 4.633 -4.051
H 6.363 3.050 -4.714
H 5.327 4.330 -2.143
H 6.469 2.995 -2.215
H 2.970 1.738 -1.384
H 3.623 3.278 -0.918
H 4.894 0.546 -0.475
H 4.390 1.744 0.707
H 5.821 2.048 -0.276
H 4.616 1.589 -4.536
H 3.638 0.711 -3.414
H 6.686 0.905 -3.067
H 5.882 -0.322 -4.043
H 5.570 -0.253 -2.316

Entry 2:
90
Properties=species:S:1:pos:R:3 method="wB97M-V/def2-TZVPD" charge=0 relative_energy_kj_mol=230.6 e_tot_ha=-6169.41299 spin_multiplicity=2 orbital_gap_ev="4.94 / 5.49" lumo_ev="-4.11 / -3.56"
Ni -0.258 0.286 -0.134
C 1.084 -3.148 3.600
C 0.693 -1.766 3.195
C 0.391 -0.691 3.999
C 0.131 0.382 3.140
N 0.209 -0.052 1.870
N 0.596 -1.363 1.921
B 1.025 -2.181 0.674
N -0.214 -2.561 -0.125
N -1.114 -1.606 -0.484
C -2.100 -2.241 -1.154
C -1.793 -3.603 -1.218
C -0.594 -3.766 -0.565
C 0.208 -5.009 -0.380
C -3.431 -1.699 -1.643
C -4.463 -1.960 -0.530
C -3.414 -0.215 -2.024
C -3.883 -2.497 -2.875
N 2.008 -1.338 -0.147
N 1.768 -0.019 -0.396
C 2.896 0.495 -0.899
C 3.856 -0.515 -0.995
C 3.259 -1.658 -0.515
C 3.821 -3.036 -0.426
C 3.126 1.963 -1.162
C 4.548 2.174 -1.686
C 2.156 2.526 -2.201
C 2.994 2.692 0.183
C -0.016 1.798 3.673
C -0.201 2.876 2.615
C -1.193 1.853 4.654
C 1.288 2.116 4.426
H 1.007 -3.239 4.681
H 2.109 -3.374 3.306
H 0.434 -3.894 3.143
H 0.412 -0.673 5.075
H 1.573 -3.172 1.042
H -2.370 -4.379 -1.689
H -0.405 -5.874 -0.628
H 0.565 -5.117 0.643
H 1.076 -5.009 -1.040
H -4.235 -1.407 0.379
H -4.495 -3.022 -0.281
H -5.455 -1.657 -0.873
H -2.614 0.328 -1.538
H -4.365 0.245 -1.761
H -3.255 -0.089 -3.091
H -4.102 -3.537 -2.629
H -3.128 -2.466 -3.659
H -4.801 -2.052 -3.264
H 4.857 -0.431 -1.379
H 4.874 -3.013 -0.699
H 3.306 -3.706 -1.116
H 3.731 -3.452 0.577
H 4.700 1.646 -2.629
H 5.298 1.836 -0.968
H 4.711 3.239 -1.866
H 2.349 2.093 -3.180
H 2.285 3.607 -2.272
H 1.117 2.317 -1.952
H 3.732 2.313 0.894
H 2.006 2.539 0.617
H 3.155 3.765 0.056
H -1.229 2.911 2.271
H 0.472 2.730 1.770
H 0.024 3.855 3.043
H -2.129 1.600 4.155
H -1.284 2.859 5.067
H -1.053 1.159 5.484
H 2.140 2.100 3.744
H 1.479 1.396 5.222
H 1.222 3.110 4.873
F -0.277 0.504 -2.231
Sb 0.323 -0.332 -3.941
F 2.124 -0.152 -3.430
F 0.288 -1.987 -3.047
F 0.836 -1.082 -5.581
F -1.489 -0.529 -4.405
F 0.321 1.430 -4.597
Cl -2.842 0.735 1.182
C -2.642 2.111 0.176
C -1.368 2.537 -0.137
C -1.139 3.776 -0.691
Cl 0.372 4.561 -0.556
C -2.221 4.433 -1.289
Cl -1.962 5.891 -2.147
C -3.513 3.936 -1.117
Cl -4.843 4.756 -1.813
C -3.736 2.802 -0.330
Cl -5.329 2.287 0.035

Entry 3:
21
Properties=species:S:1:pos:R:3 method="wB97M-V/def2-TZVPD" charge=0 relative_energy_kj_mol=168.0 e_tot_ha=-399.68331 smiles="CN(N)C=O.CCN" orbital_gap_ev=9.90 lumo_ev=0.85
C 2.330 -0.791 0.817
N 1.021 -1.241 0.419
N 0.223 -1.733 1.471
C 0.613 -1.392 -0.848
O -0.481 -1.816 -1.164
H 2.891 -1.624 1.278
H 2.231 -0.002 1.557
H 2.877 -0.422 -0.057
H -0.289 -0.961 1.902
H -0.478 -2.345 1.045
H 1.380 -1.082 -1.582
C -0.562 1.883 -1.126
C -1.228 1.423 0.170
N -2.270 0.425 0.008
H 0.266 2.559 -0.921
H -0.189 1.025 -1.682
H -1.288 2.407 -1.753
H -1.669 2.282 0.683
H -0.452 1.000 0.822
H -3.019 0.797 -0.565
H -1.907 -0.391 -0.476